(1)
Entry from the OMol25 dataset: 2 unconnected molecules or ions with the total composition C2H6O3PS (wB97M-V/def2-TZVPD).

```
13
Properties=species:S:1:pos:R:3
C -2.4675 0.1472 1.1415
C 1.4697 0.5445 -1.6805
O -0.4864 -0.2120 1.6201
O -3.3316 -0.5072 1.6833
O 0.3933 0.2483 -0.8142
P 0.6027 -0.5613 0.6207
S 2.4775 -0.5132 1.3167
H -2.2775 0.0952 0.0874
H 0.3453 -1.9181 0.0033
H -2.2100 1.1938 1.5862
H 1.4360 -0.3215 -2.3582
H 2.5241 0.3349 -1.0877
H 1.5244 1.4693 -2.1186
```

Its total energy is -1045.13639 a.u. The calculation puts the energy above the lowest of the compared OMol25 structures with the same formula, charge and spin at 42.0 kcal/mol. The total charge is -1. As for the strongest force on any atom: 0.124 Eh/bohr. The HOMO energy is -4.58 eV. The HOMO-LUMO gap comes out at 8.19 eV.

In the Mulliken picture, each atom carries the following charge in e: 0.147, -0.634, -0.520, -0.555, -0.257, 0.413, -0.564, 0.150, 0.016, 0.123, 0.258, 0.176, 0.249



(2)
Entry from the OMol25 dataset: 2 unconnected molecules or ions with the total composition C2H6O5 (wB97M-V/def2-TZVPD).

```
13
Properties=species:S:1:pos:R:3
O -1.6154 -1.1368 0.2863
C -1.4198 0.0293 -0.1013
O -1.6951 0.4090 -1.3643
O -1.5414 1.0579 0.7486
H -1.5964 -0.3421 -1.9645
H -1.5990 1.8856 0.2496
C 1.8859 0.3025 0.3804
O 0.6830 -0.2739 -0.3666
O 0.8190 -1.5998 0.2179
H 2.7889 -0.3004 0.2938
H 1.5830 0.4886 1.4126
H 2.0062 1.2357 -0.1658
H -0.2988 -1.7557 0.3734
```

Its total energy is -455.88303 a.u. The calculation puts the energy above the lowest of the compared OMol25 structures with the same formula, charge and spin at 75.8 kcal/mol. The SMILES is O=C(O)O.COO. As for the strongest force on any atom: 0.080 Eh/bohr. The HOMO energy is -9.68 eV. The HOMO-LUMO gap comes out at 10.16 eV.

In the Mulliken picture, each atom carries the following charge in e: -0.678, 0.939, -0.467, -0.447, 0.337, 0.344, -0.436, -0.220, -0.462, 0.221, 0.245, 0.225, 0.398



(3)
Entry from the OMol25 dataset: 2 unconnected molecules or ions with the total composition C2H6OS2 (wB97M-V/def2-TZVPD).

```
11
Properties=species:S:1:pos:R:3
C -1.5403 -0.3623 1.3305
C -0.5742 1.1257 -0.6828
O -0.0569 1.4135 -1.8200
S 2.6296 -0.1386 0.1599
S -1.2247 -0.4165 -0.4774
H -1.5798 -1.3573 1.8444
H -2.4325 0.0020 1.4874
H -0.7767 0.1955 1.8799
H 2.4347 -0.0206 -1.1368
H -0.1064 0.8553 -2.5496
H 3.2273 -1.2969 -0.0353
```

Its total energy is -951.30143 a.u. The calculation puts the energy above the lowest of the compared OMol25 structures with the same formula, charge and spin at 56.9 kcal/mol. As for the strongest force on any atom: 0.102 Eh/bohr. The HOMO energy is -8.25 eV. The HOMO-LUMO gap comes out at 8.66 eV.

In the Mulliken picture, each atom carries the following charge in e: -0.824, -0.259, -0.153, -0.261, -0.004, 0.319, 0.356, 0.298, 0.118, 0.271, 0.140